This record from the OMol25 dataset describes C16H50AlClO21P5 as an isolated structure at a distorted geometry. The level of theory is ωB97M-V with the def2-TZVPD basis set.

Values from the calculation:
Energy above the lowest of the compared OMol25 structures with the same formula, charge and spin, kcal per mole: 114.8
LUMO, eV: -1.20
Charge: -1
HOMO level, eV: -4.77

Structure (XYZ):
```
94
Properties=species:S:1:pos:R:3:mulliken_charge:R:1
C -1.37020 -0.20196 -3.25427 -0.71
Al -3.33906 -0.67514 -2.83508 0.38
O -4.36164 0.79604 -3.40904 -0.59
Cl -3.88694 -2.56354 -4.02011 -0.49
H -1.07528 0.78653 -2.80350 0.03
H -1.33533 -0.12318 -4.39112 0.20
H -0.68011 -1.05035 -2.98703 0.19
H -3.56806 -0.94210 -1.26243 -0.21
H -3.95587 1.05674 -4.24898 0.23
C 2.81395 1.59825 -1.00331 -0.85
O 1.73775 2.54942 -1.05050 -0.22
P 1.34349 3.26110 0.46681 0.90
O -0.14898 3.24249 0.17145 -0.51
O 2.02505 4.69935 0.05393 -0.29
C 2.45582 5.02247 -1.25672 -0.54
O 1.23144 3.85568 2.06180 -0.50
C 0.13485 4.70160 2.37906 -0.46
H 2.99499 1.22710 -2.01169 0.27
H 3.72715 2.07320 -0.62858 0.36
H 2.54177 0.75963 -0.35828 0.34
H 1.65321 4.89059 -1.98332 0.25
H 3.32754 4.42618 -1.53093 0.22
H 2.75557 6.07161 -1.26097 0.28
H -0.77806 4.11418 2.47941 0.22
H 0.00972 5.47982 1.62468 0.25
H 0.34985 5.16944 3.34162 0.27
C 6.70119 -1.31873 -6.43323 -0.81
O 6.17567 -0.82145 -5.19320 -0.26
P 6.54991 -1.78989 -3.81756 0.97
O 5.17189 -1.54128 -3.22150 -0.56
O 7.64879 -0.70705 -3.24776 -0.29
C 7.83469 0.58991 -3.78756 -0.54
O 7.06304 -2.86722 -2.59921 -0.46
C 6.52692 -2.70178 -1.29345 -0.47
H 6.42668 -0.62641 -7.22884 0.24
H 7.79250 -1.39228 -6.38678 0.36
H 6.27477 -2.30060 -6.65307 0.33
H 6.89857 1.14942 -3.81102 0.28
H 8.27435 0.53041 -4.78414 0.20
H 8.53832 1.12179 -3.14529 0.27
H 5.50202 -3.07020 -1.25671 0.24
H 6.57134 -1.65739 -0.98247 0.25
H 7.13214 -3.30243 -0.61283 0.24
C -1.93039 -4.08749 1.11210 -0.79
O -1.18947 -4.66186 0.02157 -0.26
P -1.15105 -6.38236 0.00721 1.03
O 0.29911 -6.42215 -0.46076 -0.64
O -2.20036 -6.49060 -1.24876 -0.30
C -2.61512 -5.37867 -2.03538 -0.54
O -1.33996 -8.06453 0.23693 -0.47
C -0.57816 -8.93648 -0.58084 -0.49
H -1.90958 -3.00267 1.01512 0.29
H -2.97006 -4.42814 1.08709 0.33
H -1.47236 -4.37083 2.06344 0.33
H -1.76235 -4.83999 -2.44889 0.30
H -3.24441 -4.71136 -1.44720 0.21
H -3.21665 -5.75633 -2.86262 0.29
H 0.45978 -8.95656 -0.24723 0.22
H -0.63883 -8.64127 -1.62881 0.27
H -0.99442 -9.93930 -0.46847 0.24
C -4.31339 -4.71533 6.48258 -0.84
O -3.08878 -4.32103 5.84506 -0.21
P -2.22757 -3.07035 6.66075 0.97
O -1.82023 -2.43426 5.33932 -0.58
O -1.07027 -4.11106 7.19037 -0.28
C -0.96204 -5.45869 6.76422 -0.47
O -1.49810 -1.88656 7.64837 -0.46
C -0.35510 -1.20930 7.14369 -0.47
H -4.76396 -5.51950 5.90124 0.24
H -4.11978 -5.07605 7.49785 0.37
H -5.00567 -3.87044 6.51750 0.34
H -0.90411 -5.52919 5.67734 0.21
H -1.79613 -6.04908 7.14596 0.20
H -0.04366 -5.86992 7.18566 0.26
H -0.65149 -0.47415 6.39584 0.22
H 0.36367 -1.91452 6.72528 0.26
H 0.10794 -0.68173 7.97898 0.23
C -4.17683 9.46574 0.90074 -0.81
O -3.43922 9.02836 -0.24898 -0.30
P -3.27498 7.31549 -0.38166 0.97
O -1.84557 7.41916 -0.89782 -0.61
O -4.35932 7.21788 -1.61340 -0.26
C -4.87363 8.33944 -2.30761 -0.57
O -3.34157 5.61650 -0.26099 -0.43
C -2.54799 4.84351 -1.16114 -0.35
H -4.24047 10.55390 0.87961 0.24
H -5.18961 9.05043 0.88920 0.36
H -3.66274 9.15683 1.81490 0.33
H -4.07218 8.96051 -2.71031 0.27
H -5.52750 8.92466 -1.65891 0.21
H -5.47505 7.97048 -3.13971 0.27
H -1.50295 4.87159 -0.85854 0.11
H -2.66286 5.19738 -2.18662 0.26
H -2.88993 3.80994 -1.10150 0.31
```

---

This record from the OMol25 dataset describes C16H50BN9O10 as an isolated structure at a distorted geometry. The level of theory is ωB97M-V with the def2-TZVPD basis set.

Values from the calculation:
Energy above the lowest of the compared OMol25 structures with the same formula, charge and spin, kcal per mole: 1092.7
LUMO, eV: 4.07
Charge: -2
HOMO level, eV: 1.00

Structure (XYZ):
```
86
Properties=species:S:1:pos:R:3:mulliken_charge:R:1
N 0.68630 0.04864 -1.14103 -0.42
H 0.23646 -0.15845 -0.26076 1.44
H 1.64090 0.18402 -0.84017 -1.30
H 0.32137 0.88052 -1.58252 0.44
H 0.67435 -0.80060 -1.68760 -0.22
B 2.74324 0.48333 -0.46987 1.17
H 3.79804 0.56418 -0.68228 -0.19
H 2.49795 -0.56050 -0.59021 -3.13
H 2.54075 0.71622 0.56406 0.63
H 2.13598 1.06739 -1.14392 0.58
C 0.54182 1.63947 -2.87748 -0.23
O -0.05907 2.58131 -3.39987 -0.69
O 1.59502 1.30311 -3.51272 -0.83
O 0.77332 2.00541 -1.71317 -0.95
C 2.95273 -0.85102 -3.40178 -1.36
O 2.17082 -1.43978 -2.31206 0.20
C 1.26558 -2.47794 -2.65813 -1.23
C 0.19088 -2.70165 -1.61667 -0.70
N -0.46747 -1.44998 -1.40631 -0.13
C -1.66447 -1.55488 -0.51901 -0.49
C -2.94400 -2.10848 -1.07694 -0.98
O -2.94689 -3.52781 -0.99798 -0.33
C -4.29449 -4.01179 -1.14158 -0.84
H 2.25155 -0.33550 -4.05805 0.60
H 3.58643 -1.55357 -3.94303 0.28
H 3.54171 -0.02450 -3.00420 0.24
H 1.85818 -3.38251 -2.79479 0.33
H 0.84947 -2.16054 -3.61427 0.43
H 0.53382 -3.22525 -0.72430 0.29
H -0.57557 -3.29979 -2.10949 0.55
H -0.85165 -1.10638 -2.27489 0.37
H -1.85589 -0.55223 -0.13673 0.75
H -1.42440 -2.05161 0.42106 -0.15
H -3.14520 -1.94504 -2.13568 0.41
H -3.70709 -1.58343 -0.50238 0.48
H -4.62360 -3.64846 -2.11512 0.33
H -4.88673 -3.54204 -0.35628 0.30
H -4.32730 -5.10093 -1.11348 0.23
C -0.40443 0.15870 5.36511 -0.64
O -1.61042 0.52565 4.73552 -0.39
C -1.42590 1.74194 4.01574 -0.18
C -2.67382 1.97961 3.08892 -0.82
N -2.23101 2.12869 1.63885 -0.35
C -1.64088 0.95676 0.91862 -0.29
C -1.48558 1.33552 -0.57157 -1.26
O -2.72422 1.38368 -1.11979 -0.47
C -2.84999 2.33851 -2.21100 -0.86
H 0.30467 0.01055 4.55065 -0.03
H -0.26283 -0.82606 5.81043 0.28
H -0.18451 0.86870 6.16236 0.37
H -0.52050 2.02975 3.48140 0.19
H -1.26086 2.50605 4.77534 0.59
H -3.18649 2.92313 3.27610 0.36
H -3.40134 1.16794 3.08635 0.34
H -2.93322 2.35323 0.94849 0.45
H -2.29341 0.10249 1.09900 0.55
H -0.64056 0.73349 1.28959 -1.49
H -1.04849 0.62053 -1.26861 0.01
H -0.93727 2.26658 -0.71504 1.39
H -3.90988 2.44839 -2.44049 0.40
H -2.51871 2.07182 -3.21461 0.31
H -2.56040 3.33358 -1.87325 0.29
C 0.26850 -0.40478 1.33707 -0.65
O -0.50383 -0.55124 0.33568 0.40
N 1.29440 0.33578 1.41106 0.27
N 0.08201 -1.08537 2.48269 0.12
H 1.66088 0.92181 0.67462 -1.58
H 1.65924 0.31770 2.35269 0.33
H -0.81988 -1.51325 2.63640 0.40
H 0.77729 -1.05552 3.21467 0.44
C 3.31618 -2.23424 0.68602 -0.08
O 3.53665 -3.26957 1.15942 -0.75
N 4.05333 -1.61241 -0.31303 -0.19
N 2.41507 -1.44756 1.09473 0.06
H 4.81832 -2.13025 -0.72135 0.30
H 3.74359 -0.71770 -0.66466 0.65
H 2.17805 -0.74844 0.40540 2.35
H 1.67853 -1.80899 1.68378 0.24
C 1.10274 3.43906 0.07456 0.08
O 0.59649 4.00564 -0.86636 -0.66
N 1.16055 3.95721 1.23636 -0.30
N 1.63148 2.28617 0.13130 0.97
H 1.57924 3.47234 2.01719 0.13
H 0.75085 4.85451 1.45339 0.29
H 2.30988 1.97473 0.81166 1.22
H 1.49768 1.53616 -0.53178 -0.66
```

---

This record from the OMol25 dataset describes a 8-piece molecular cluster, C16H50N2O8 overall at a distorted geometry. The level of theory is ωB97M-V with the def2-TZVPD basis set.

Values from the calculation:
Energy above the lowest of the compared OMol25 structures with the same formula, charge and spin, kcal per mole: 0.0
LUMO, eV: 0.32
HOMO level, eV: -9.22

Structure (XYZ):
```
76
Properties=species:S:1:pos:R:3:mulliken_charge:R:1
C 0.78069 1.02867 -3.47475 -0.71
O 0.58601 0.68238 -4.82081 -0.38
C -0.72626 0.96656 -5.30514 -0.47
C -1.00285 0.10616 -6.52282 0.47
C -2.19871 0.57604 -7.32389 -1.47
N -1.19739 -1.32469 -6.20983 -0.81
H 0.15889 1.90788 -3.23802 0.36
H 1.78448 1.42700 -3.32252 0.34
H 0.54269 0.27400 -2.72488 0.22
H -1.40024 0.76296 -4.46510 0.22
H -0.75004 2.02846 -5.58002 0.29
H -0.12613 0.12867 -7.17698 0.32
H -2.31156 -0.03734 -8.21753 0.36
H -2.20867 1.63970 -7.55925 0.38
H -3.11715 0.33932 -6.77134 0.30
H -0.31643 -1.58000 -5.74735 0.32
H -1.79812 -1.41731 -5.38586 0.26
C 0.73515 -4.12804 2.55974 -0.92
O 1.32350 -2.85615 2.70652 -0.51
C 0.32709 -1.88945 3.06692 -0.40
C 0.79523 -0.88589 4.09517 0.87
C 1.39682 -1.48148 5.35273 -1.79
N -0.34115 0.01876 4.35662 -0.67
H 1.42629 -4.91639 2.25952 0.34
H -0.14093 -4.14790 1.90606 0.29
H 0.40684 -4.51507 3.53742 0.38
H 0.00458 -1.44599 2.11752 -0.09
H -0.59491 -2.39455 3.37805 0.56
H 1.60337 -0.27493 3.67954 0.06
H 2.23471 -2.15444 5.15045 0.35
H 0.67481 -2.03877 5.95657 0.36
H 1.85834 -0.72999 5.99878 0.46
H -1.03585 -0.45618 4.92448 0.29
H 0.03172 0.76717 4.93595 0.23
C 1.55578 3.77413 1.86921 -1.10
C 1.02542 2.82677 2.93334 -0.25
O 0.39207 1.76897 2.22067 -0.12
H 0.75692 4.27248 1.31418 0.27
H 2.03152 3.11471 1.13601 0.20
H 2.27012 4.55039 2.13280 0.39
H 0.31280 3.34278 3.58554 0.32
H 1.84876 2.44065 3.54184 0.41
H 0.05794 1.07395 2.82152 -0.04
C 3.43658 -2.95451 -1.51432 -1.39
C 2.52156 -2.74782 -0.34746 0.72
O 3.26676 -2.93609 0.84366 -0.61
H 3.95324 -3.92058 -1.47686 0.38
H 4.24567 -2.22099 -1.47841 0.28
H 3.02267 -2.96939 -2.52341 0.36
H 1.69105 -3.47506 -0.31224 0.23
H 2.02151 -1.77064 -0.38872 -0.26
H 2.66345 -2.87470 1.61148 0.61
C -2.05360 -2.18118 -0.19648 -0.80
C -2.43325 -0.72448 -0.05895 -0.19
O -1.74112 0.00999 -1.07772 -0.53
H -2.32337 -2.66125 -1.13368 0.43
H -2.55434 -2.77222 0.57766 0.36
H -0.98013 -2.25644 -0.01031 -0.15
H -2.22729 -0.31782 0.94008 0.12
H -3.50700 -0.53690 -0.18988 0.44
H -2.15154 0.88502 -1.10005 0.24
C -3.91309 3.84311 1.64680 -1.36
C -2.45289 3.58734 1.95892 0.12
O -1.84337 3.04026 0.79777 -0.56
H -4.06519 4.58472 0.86294 0.32
H -4.42187 4.22362 2.53595 0.38
H -4.41818 2.92381 1.35072 0.30
H -2.39283 2.87709 2.79109 0.17
H -1.94590 4.50031 2.28493 0.29
H -0.95761 2.73670 1.04544 0.19
O 3.62357 0.69375 -0.57895 -0.68
H 2.65437 0.57055 -0.61698 0.34
H 3.92314 0.07171 0.09147 0.31
O 0.89783 0.46826 -0.21907 -0.33
H -0.02801 0.44835 -0.52463 0.10
H 0.83302 0.71153 0.71820 0.28
```

---

Going through the records in order, we get E_tot values of -4628.8762; -1907.9558; -1350.9603 a.u..